[1]
A 2-piece molecular cluster, CH4NO4P overall at a distorted geometry, computed with ωB97M-V/def2-TZVPD.

Results
* gap between HOMO and LUMO (spin up / spin down): 0.266 / 0.267 hartree
* ΔE to the lowest compared entry with this formula, charge and spin: 3.678 eV
* total charge: -2

Each line ends with the Mulliken charge.
CARTESIAN COORDINATES (ANGSTROEM)
C: 1.15467 -0.75177 -0.11689  -0.777
N: 0.19553 0.24773 -0.52257  -0.140
O: -1.17566 -0.58333 1.48578  -0.786
O: -2.39026 0.97899 -0.25646  -0.789
O: -1.32014 -1.28634 -1.00818  -0.723
O: 0.80411 2.26659 0.09920  -0.800
P: -1.40157 -0.14580 0.05621  0.873
H: 1.42741 -0.77898 1.00528  0.192
H: 0.69880 -1.69196 -0.41230  0.327
H: 1.95560 -0.84087 -0.85150  0.376
H: 0.05152 2.58573 0.52143  0.247



[2]
A 2-piece molecular cluster, C4H11N3O2 overall at a distorted geometry, computed with ωB97M-V/def2-TZVPD.

Results
* gap between HOMO and LUMO: 0.357 hartree
* SMILES string: [H]/N=C(/N)NC.CC(=O)O
* ΔE to the lowest compared entry with this formula, charge and spin: 0.783 eV

Each line ends with the Mulliken charge.
CARTESIAN COORDINATES (ANGSTROEM)
H: 2.05822 -0.16193 1.43207  0.150
N: 1.39013 -0.55168 0.79399  -0.640
C: 0.22641 -0.91705 1.13056  0.645
N: -0.55491 -1.68101 0.32652  -0.450
N: -0.31509 -0.63988 2.41214  -0.350
C: -1.72654 -0.29733 2.55885  -0.895
H: -1.53837 -1.86086 0.46696  0.219
H: -0.38877 -1.63184 -0.66353  0.282
H: 0.27766 0.04052 2.85845  0.249
H: -2.32631 -1.06877 2.09097  0.306
H: -1.98210 0.70639 2.20155  0.269
H: -2.01062 -0.32258 3.60832  0.315
C: -0.95142 1.38084 -1.68134  -0.730
C: 0.50580 1.06953 -1.87931  0.663
O: 1.38363 1.87382 -1.99600  -0.554
O: 0.72009 -0.27504 -1.93562  -0.483
H: -1.49069 1.18662 -2.61429  0.259
H: -1.11272 2.43992 -1.47122  0.297
H: -1.35951 0.81231 -0.85877  0.145
H: 1.53324 -0.48520 -1.44035  0.304



[3]
A 2-piece molecular cluster, C4H12 overall at a distorted geometry, computed with ωB97M-V/def2-TZVPD.

Results
* gap between HOMO and LUMO (spin up / spin down): 0.103 / 0.459 hartree
* spin multiplicity: 2
* ΔE to the lowest compared entry with this formula, charge and spin: 0.140 eV
* total charge: -1

Each line ends with the Mulliken charge.
CARTESIAN COORDINATES (ANGSTROEM)
C: 0.66230 -1.88056 -0.46308  -2.814
C: 0.04812 -1.78354 -1.85130  -1.499
H: 1.59175 -1.29622 -0.40490  0.540
H: 0.03122 -1.52347 0.35315  0.324
H: 1.00519 -2.89603 -0.22009  1.373
H: -0.13660 -0.74734 -2.12237  0.330
H: 0.74801 -2.20167 -2.57671  0.450
H: -0.88010 -2.35443 -1.90507  0.503
C: 0.13047 2.15111 1.65917  -1.976
C: -0.84664 1.52476 0.63191  -0.493
H: -0.46417 2.64521 2.44073  0.373
H: 0.60462 1.31632 2.18618  0.592
H: 0.81848 2.85352 1.20137  0.651
H: -0.34511 0.77776 0.02234  -0.789
H: -1.29664 2.29488 0.00052  0.779
H: -1.64483 1.02422 1.18863  0.656



[4]
A 4-piece molecular cluster, C24H44BrIO4 overall at a distorted geometry, computed with ωB97M-V/def2-TZVPD.

Results
* gap between HOMO and LUMO: 0.304 hartree
* SMILES string: O=C(Br)CC1=C(I)C(=O)OC1=O.CCCCCC.CCCCCC.CCCCCC

Each line ends with the Mulliken charge.
CARTESIAN COORDINATES (ANGSTROEM)
O: 5.81206 2.83127 -2.05090  -0.483
C: 4.97785 3.22857 -3.01508  0.493
Br: 5.11330 2.38701 -4.85932  -0.118
C: 3.77241 4.36490 -2.81186  -0.537
C: 2.41195 3.65244 -3.47402  0.359
C: 1.56584 2.69106 -2.70151  -0.420
I: 1.77424 1.94162 -0.63279  0.276
C: 0.43037 2.29748 -3.83905  0.665
O: -0.50992 1.38833 -3.56492  -0.506
O: 0.60074 2.99966 -5.12941  -0.224
C: 1.82011 3.81915 -4.99393  0.438
O: 2.40478 4.55098 -5.94899  -0.521
H: 4.02537 5.39468 -3.32487  0.321
H: 3.64315 4.59222 -1.65847  0.290
C: -1.22597 -2.60158 4.52063  -1.201
C: -1.87261 -2.70129 3.14703  -0.109
C: -0.97245 -3.36387 2.10149  -0.818
C: 0.33575 -2.62410 1.79778  -0.937
C: 0.17481 -1.17972 1.31670  0.631
C: -0.58205 -1.06515 0.00209  -1.196
H: -0.32898 -1.97665 4.50040  0.229
H: -1.92603 -2.15442 5.23356  0.364
H: -0.94981 -3.59298 4.89456  0.366
H: -2.18146 -1.70564 2.81285  0.061
H: -2.79109 -3.29323 3.23838  0.386
H: -1.54431 -3.48895 1.17489  0.314
H: -0.72358 -4.37851 2.43931  0.387
H: 0.88435 -3.19234 1.03575  0.366
H: 0.97207 -2.62700 2.69011  0.350
H: 1.17308 -0.74561 1.18240  0.232
H: -0.32284 -0.57355 2.08125  -0.410
H: -0.07669 -1.62837 -0.78843  0.242
H: -0.63433 -0.01718 -0.31023  0.365
H: -1.60636 -1.43533 0.09188  0.342
C: 3.17440 -1.08120 -3.54901  -0.542
C: 3.02199 -1.91625 -4.81167  -0.535
C: 1.72168 -1.63608 -5.56874  -0.723
C: 0.43327 -1.95792 -4.80238  -0.109
C: 0.30177 -3.40520 -4.32107  -0.429
C: 0.27102 -4.41587 -5.45762  -1.363
H: 2.38614 -1.29886 -2.82320  0.026
H: 4.13504 -1.29640 -3.07029  0.410
H: 3.14523 -0.01187 -3.78277  0.009
H: 3.09960 -2.97910 -4.56123  0.271
H: 3.86484 -1.69523 -5.47734  0.362
H: 1.73595 -2.19721 -6.51011  0.345
H: 1.69761 -0.57563 -5.85233  0.332
H: -0.42110 -1.72058 -5.44912  0.383
H: 0.34800 -1.29185 -3.93622  -0.075
H: -0.62922 -3.49707 -3.74850  0.392
H: 1.11322 -3.65496 -3.62911  0.266
H: -0.56106 -4.21111 -6.13825  0.310
H: 0.13929 -5.42626 -5.05728  0.388
H: 1.20045 -4.40608 -6.03241  0.296
C: -0.25174 2.54091 5.05016  -1.291
C: -1.34541 1.48381 5.08593  0.048
C: -2.42677 1.69619 4.02385  -0.282
C: -3.22351 3.00013 4.14957  -0.938
C: -3.94257 3.20195 5.48591  -0.413
C: -4.99729 2.14229 5.76667  -1.150
H: -0.64689 3.53825 5.26163  0.309
H: 0.50985 2.31882 5.80446  0.412
H: 0.23820 2.56218 4.07114  0.244
H: -1.79016 1.44852 6.08560  0.315
H: -0.88481 0.50267 4.91988  -0.060
H: -3.11554 0.84402 4.04919  0.272
H: -1.95837 1.67348 3.03106  0.225
H: -3.96433 3.03099 3.34038  0.409
H: -2.55674 3.85296 3.97854  0.350
H: -4.43101 4.18392 5.47211  0.370
H: -3.22128 3.22980 6.30968  0.237
H: -5.75427 2.12752 4.97656  0.291
H: -5.50189 2.35744 6.71409  0.374
H: -4.55735 1.14496 5.84494  0.264